Record 1
240
Properties=species:S:1:pos:R:3:mulliken_charge:R:1 method="wB97M-V/def2-TZVPD" homo_lumo_gap_ha=0.2995 fmax_ev_per_a=5.6 energy_ev=-151227.65257 e_homo_ev=-9.47
C -16.106 -20.025 18.385 -1.35
C -15.405 -20.959 19.363 -0.64
C -13.876 -20.804 19.533 0.49
C -13.159 -20.973 18.303 0.22
N -12.553 -21.198 17.352 -0.63
H -15.778 -20.167 17.376 0.36
H -15.814 -18.996 18.546 0.33
H -17.146 -20.130 18.517 0.40
H -15.666 -21.978 19.047 0.34
H -15.843 -20.793 20.355 0.40
H -13.499 -21.615 20.186 -0.06
H -13.720 -19.766 19.905 0.25
C -14.630 -23.574 26.294 -1.55
C -13.502 -22.948 25.363 0.34
C -13.159 -21.500 25.681 1.46
C -12.680 -21.451 27.044 0.08
N -12.200 -21.525 28.139 -0.65
H -14.322 -23.613 27.378 0.13
H -14.891 -24.544 25.907 0.44
H -15.491 -22.913 26.276 0.48
H -13.925 -23.047 24.339 0.47
H -12.567 -23.589 25.270 -0.54
H -13.879 -20.627 25.464 0.40
H -12.240 -21.332 25.062 -1.06
C -10.677 -16.179 14.363 -1.08
C -10.842 -17.677 14.190 -0.53
C -11.612 -18.333 15.356 -0.34
C -10.773 -18.251 16.554 0.31
N -9.959 -18.213 17.372 -0.48
H -10.179 -15.954 15.298 0.27
H -11.631 -15.627 14.472 0.30
H -10.030 -15.740 13.603 0.34
H -9.849 -18.058 14.114 0.31
H -11.299 -17.987 13.278 0.38
H -11.838 -19.405 15.129 0.25
H -12.609 -17.881 15.508 0.29
C -8.022 -26.172 24.061 -1.50
C -8.441 -24.754 23.926 -0.01
C -7.582 -23.683 24.605 1.95
C -7.658 -23.836 26.068 -0.11
N -7.871 -23.865 27.197 -0.73
H -8.146 -26.631 25.053 0.34
H -6.938 -26.286 23.862 0.27
H -8.639 -26.820 23.401 0.29
H -9.468 -24.584 24.288 -0.17
H -8.431 -24.564 22.880 0.53
H -7.839 -22.710 24.272 -0.36
H -6.564 -23.914 24.302 -0.26
C -12.243 -17.265 24.809 -0.51
C -12.104 -17.563 26.254 1.70
C -13.314 -17.335 27.173 0.29
C -14.490 -18.061 26.718 -0.01
N -15.351 -18.740 26.420 -0.60
H -12.341 -18.134 24.181 0.17
H -11.434 -16.593 24.520 -0.43
H -13.167 -16.700 24.629 0.68
H -11.187 -17.130 26.715 -0.52
H -11.887 -18.625 26.437 -1.01
H -13.564 -16.265 27.094 -0.36
H -13.167 -17.655 28.161 0.70
C -12.409 -26.980 23.570 -0.82
C -11.410 -26.858 22.405 0.35
C -12.057 -26.389 21.109 -0.67
C -12.593 -25.093 21.244 0.25
N -12.940 -24.002 21.269 -0.36
H -12.749 -25.990 23.924 -0.10
H -12.018 -27.576 24.439 0.36
H -13.407 -27.366 23.287 0.35
H -10.897 -27.779 22.256 0.53
H -10.620 -26.028 22.674 -0.53
H -12.802 -27.109 20.838 0.38
H -11.280 -26.300 20.308 0.28
C -4.480 -19.120 32.034 -0.96
C -4.071 -20.358 31.231 -0.61
C -5.282 -21.251 30.908 -0.61
C -5.846 -20.766 29.678 0.15
N -6.264 -20.353 28.684 -0.15
H -5.052 -19.347 32.927 0.35
H -5.142 -18.543 31.372 0.09
H -3.570 -18.587 32.357 0.40
H -3.343 -20.927 31.802 0.44
H -3.582 -20.035 30.356 0.28
H -6.079 -21.316 31.651 0.34
H -4.903 -22.263 30.654 0.37
C -10.290 -13.821 19.242 -1.22
C -10.484 -14.939 20.316 -0.14
C -10.737 -14.386 21.709 1.22
C -12.109 -13.844 21.765 -0.02
N -13.151 -13.346 21.897 -0.62
H -9.379 -13.258 19.493 0.22
H -11.116 -13.108 19.110 0.36
H -10.188 -14.230 18.213 0.22
H -9.688 -15.636 20.256 0.08
H -11.447 -15.435 20.084 0.59
H -10.101 -13.607 22.071 0.45
H -10.838 -15.192 22.475 -1.01
C -4.440 -21.099 25.965 -1.64
C -5.204 -19.817 25.510 1.76
C -4.396 -18.569 25.835 0.80
C -4.189 -18.379 27.272 0.05
N -4.145 -18.128 28.403 -0.54
H -3.568 -21.381 25.324 0.21
H -5.174 -21.909 26.055 0.19
H -4.164 -20.966 26.976 0.51
H -6.093 -19.812 26.098 -0.76
H -5.428 -19.892 24.438 -0.16
H -4.924 -17.644 25.526 -0.98
H -3.431 -18.539 25.441 0.72
C -12.743 -24.270 29.846 -1.05
C -11.363 -24.843 29.467 -0.74
C -11.084 -24.800 27.962 1.69
C -12.055 -25.475 27.173 -0.02
N -12.770 -26.172 26.607 -0.59
H -13.022 -24.402 30.888 0.44
H -13.488 -24.782 29.201 0.35
H -12.830 -23.216 29.643 0.14
H -11.272 -25.884 29.814 0.34
H -10.583 -24.259 29.984 0.30
H -10.043 -25.226 27.635 0.14
H -11.091 -23.832 27.515 -0.93
C -0.579 -23.450 23.754 -1.01
C -1.478 -24.538 23.708 -0.42
C -2.770 -24.498 23.229 -0.95
C -3.258 -23.288 22.818 0.71
C -2.467 -22.139 22.974 0.61
C -1.159 -22.265 23.362 -0.45
C -2.945 -20.791 22.465 0.58
O -2.310 -19.805 22.615 -0.62
C -4.368 -20.765 21.935 0.01
C -4.911 -19.553 21.618 -0.24
C -6.193 -19.427 21.083 -1.20
C -6.935 -20.574 20.988 0.11
C -6.449 -21.854 21.345 -1.13
C -5.115 -21.911 21.774 -0.16
C -4.694 -23.224 22.372 0.98
O -5.374 -24.209 22.422 -0.73
H 0.464 -23.590 23.841 0.45
H -1.077 -25.485 24.030 0.37
H -3.459 -25.336 23.295 0.51
H -0.440 -21.403 23.246 0.31
H -4.323 -18.624 21.709 0.46
H -6.613 -18.528 20.685 0.62
H -7.936 -20.459 20.633 0.65
H -7.079 -22.733 21.258 0.49
C -8.729 -18.705 27.292 0.74
C -8.518 -17.487 26.681 0.05
C -8.759 -17.366 25.307 0.16
C -9.115 -18.457 24.523 0.61
C -9.270 -19.710 25.148 0.74
C -9.043 -19.801 26.520 -0.11
C -9.940 -20.788 24.455 -0.30
O -10.337 -21.788 25.016 -0.88
C -9.940 -20.680 22.962 0.41
C -10.390 -21.778 22.203 -1.01
C -10.568 -21.687 20.821 -1.47
C -10.254 -20.509 20.202 -0.75
C -9.932 -19.381 20.920 -0.44
C -9.768 -19.458 22.296 0.87
C -9.264 -18.199 23.057 0.42
O -8.996 -17.213 22.400 -0.74
H -8.621 -18.771 28.392 -1.08
H -8.207 -16.649 27.341 -0.31
H -8.494 -16.404 24.935 -0.62
H -9.104 -20.805 27.051 -0.05
H -10.626 -22.680 22.684 1.10
H -11.070 -22.451 20.309 0.88
H -10.255 -20.426 19.116 0.60
H -9.570 -18.547 20.353 0.59
C -9.050 -19.877 30.912 -0.53
C -8.265 -18.762 31.046 -0.36
C -8.518 -17.862 32.097 -1.41
C -9.491 -18.178 33.067 0.21
C -10.270 -19.276 32.937 0.85
C -10.058 -20.143 31.848 -1.27
C -11.328 -19.526 33.911 0.35
O -11.948 -20.564 33.836 -0.69
C -11.610 -18.556 34.970 0.28
C -12.576 -18.891 35.967 -0.64
C -12.917 -17.901 36.914 -0.48
C -12.220 -16.716 36.944 -0.44
C -11.221 -16.434 36.056 -0.72
C -10.840 -17.410 35.070 0.48
C -9.819 -17.142 34.097 0.25
O -9.155 -16.162 34.245 -0.66
H -8.987 -20.522 30.009 0.57
H -7.585 -18.563 30.276 1.15
H -7.885 -17.052 32.270 0.90
H -10.934 -20.818 31.727 0.48
H -13.064 -19.854 35.907 0.48
H -13.774 -17.983 37.553 0.40
H -12.534 -15.907 37.572 0.38
H -10.783 -15.442 36.010 0.42
C -14.893 -13.310 27.511 -0.78
C -14.385 -13.055 26.242 -0.59
C -13.036 -13.226 25.937 -1.25
C -12.144 -13.532 26.966 0.65
C -12.620 -13.837 28.197 0.58
C -13.972 -13.741 28.474 0.03
C -11.663 -14.444 29.176 0.55
O -12.105 -15.122 30.100 -0.78
C -10.166 -14.290 28.953 0.09
C -9.270 -14.580 29.950 -0.48
C -7.895 -14.310 29.723 -0.88
C -7.448 -13.872 28.528 -0.34
C -8.318 -13.708 27.453 -0.78
C -9.698 -13.840 27.711 0.36
C -10.696 -13.670 26.583 0.74
O -10.361 -13.425 25.455 -0.70
H -15.955 -13.415 27.620 0.40
H -15.042 -12.883 25.480 0.53
H -12.718 -13.004 24.898 0.35
H -14.345 -14.162 29.466 0.30
H -9.581 -15.048 30.925 0.55
H -7.260 -14.424 30.576 0.52
H -6.339 -13.805 28.380 0.25
H -7.983 -13.581 26.436 0.61
C -2.101 -13.166 27.784 -0.83
C -2.830 -14.336 28.121 -0.55
C -3.867 -14.777 27.303 -0.69
C -4.127 -14.178 26.081 1.07
C -3.364 -13.100 25.673 0.25
C -2.414 -12.595 26.610 -0.58
C -3.619 -12.424 24.410 0.27
O -2.874 -11.546 24.001 -0.67
C -4.896 -12.813 23.623 0.22
C -5.243 -12.160 22.450 -0.93
C -6.282 -12.636 21.633 -0.70
C -7.047 -13.768 21.997 -0.61
C -6.693 -14.388 23.173 0.03
C -5.645 -13.887 23.976 0.41
C -5.244 -14.700 25.158 0.03
O -5.960 -15.618 25.459 -0.18
H -1.244 -12.796 28.395 0.34
H -2.589 -14.980 29.006 0.43
H -4.394 -15.715 27.497 0.48
H -1.948 -11.646 26.380 0.44
H -4.793 -11.283 22.112 0.54
H -6.471 -12.121 20.671 0.38
H -7.853 -14.057 21.362 0.50
H -7.308 -15.282 23.432 0.17

---

Record 2
79
Properties=species:S:1:pos:R:3:mulliken_spin:R:1 method="wB97M-V/def2-TZVPD" homo_lumo_gap_ha="0.2681 / 0.2683" fmax_ev_per_a=4.4 energy_ev=-110512.65063 e_homo_ev="-6.99 / -6.99" multiplicity=5 s_squared=6.004 e_above_lowest_ev=1.784
C 2.857 -2.457 -2.382 0.00
C 2.180 -1.568 -3.373 0.00
H 2.303 -3.395 -2.259 0.00
H 2.944 -1.991 -1.391 0.00
H 3.870 -2.740 -2.711 0.00
C 1.968 -1.993 -4.640 0.00
C 2.126 -3.406 -5.087 0.00
H 1.753 -1.295 -5.463 0.00
H 1.576 -4.107 -4.440 0.00
H 3.187 -3.703 -5.102 0.00
H 1.719 -3.496 -6.105 0.00
Pm 1.274 0.264 0.559 4.00
Cl 2.219 0.329 2.975 0.00
Cl 3.141 1.758 -0.359 -0.01
C 0.196 3.253 1.187 0.00
O -0.062 2.001 1.100 0.00
N -0.721 4.197 1.083 0.00
C -2.149 3.910 1.111 0.00
C -0.317 5.558 0.745 0.00
H 1.222 3.629 1.328 0.00
H -2.427 3.398 2.044 0.00
H -2.451 3.295 0.251 0.00
H -2.651 4.878 1.051 0.00
H 0.489 5.868 1.414 0.00
H -1.195 6.197 0.858 0.00
H 0.043 5.618 -0.288 0.00
H -0.549 -4.481 4.109 0.00
H -0.873 -3.798 0.265 0.00
C -1.438 -4.142 3.561 0.00
C -1.601 -3.853 1.089 0.00
N -1.023 -3.412 2.356 0.00
H -2.036 -3.505 4.227 0.00
C -0.284 -2.302 2.426 0.00
O 0.161 -1.716 1.398 0.00
H -2.480 -3.243 0.827 0.00
H -0.104 -1.911 3.438 0.00
H -2.019 -5.009 3.243 0.00
H -1.914 -4.890 1.225 0.00
O 0.828 -0.367 -1.678 0.00
C 1.742 -0.211 -2.844 0.00
C 0.306 0.269 -4.909 0.00
C 1.277 0.712 -3.995 0.00
H -0.129 -0.728 -4.799 0.00
C -0.113 1.093 -5.957 0.00
H 2.627 0.243 -2.376 0.00
C 1.866 1.982 -4.166 0.00
H -0.864 0.733 -6.650 0.00
C 0.449 2.356 -6.109 0.00
C 1.460 2.786 -5.239 0.00
H 2.627 2.309 -3.441 0.00
H 0.143 3.008 -6.929 0.00
H 1.929 3.769 -5.370 0.00
Si -1.111 -0.531 -2.181 0.00
Cl -1.136 -2.491 -2.844 0.00
C -2.412 -0.139 -3.580 0.00
C -0.966 1.429 -2.264 0.00
C -1.893 -0.450 -0.472 0.01
H -2.396 0.891 -3.961 0.00
H -3.375 -0.332 -3.106 0.00
H -2.294 -0.757 -4.469 0.00
H -2.984 -0.424 -0.570 0.00
H -1.626 0.493 0.034 0.00
H -1.642 -1.282 0.193 0.00
H -0.831 1.796 -3.295 0.00
H -0.077 1.790 -1.724 0.00
H -1.885 1.859 -1.841 0.00
C -1.162 -1.372 7.725 0.00
N -0.174 -0.341 7.438 0.00
C 0.958 -0.079 8.174 0.00
C 1.653 0.889 7.499 0.00
N 0.936 1.166 6.348 0.00
C -0.188 0.371 6.260 0.00
S -1.241 0.131 5.001 0.00
H -2.164 -0.944 7.674 0.00
H -1.088 -2.175 6.988 0.00
H -0.959 -1.756 8.726 0.00
H 1.156 -0.605 9.096 0.00
H 2.577 1.389 7.753 0.00
H 1.244 1.778 5.597 0.00

---

Record 3
80
Properties=species:S:1:pos:R:3:mulliken_charge:R:1 method="wB97M-V/def2-TZVPD" homo_lumo_gap_ha=0.2450 fmax_ev_per_a=6.5 energy_ev=-87349.85378 e_homo_ev=-8.36 e_above_lowest_ev=5.618
N -17.936 30.265 11.705 -0.45
H -18.558 29.633 11.220 0.39
H -16.990 30.209 11.357 0.31
H -17.843 30.010 12.678 0.38
H -18.316 31.199 11.644 0.36
C -11.722 28.428 11.063 0.67
F -10.473 28.258 11.479 -0.22
F -11.851 27.789 9.899 -0.22
F -12.556 27.930 11.969 -0.22
S -12.099 30.345 10.917 0.98
O -12.549 30.754 12.234 -0.66
O -10.849 31.006 10.475 -0.55
N -13.495 30.381 9.892 -0.37
S -12.937 31.181 8.726 1.01
O -12.500 32.570 9.083 -0.64
O -12.002 30.432 7.888 -0.63
C -14.503 31.409 7.540 0.51
F -15.447 32.271 8.102 -0.22
F -14.011 31.799 6.326 -0.19
F -15.142 30.218 7.391 -0.23
C -21.236 23.930 9.839 -0.80
C -19.882 24.368 10.366 0.56
O -19.853 25.280 11.200 -0.66
N -18.764 23.679 9.906 -0.19
C -17.440 23.915 10.440 -0.83
H -21.807 23.731 10.746 0.25
H -21.210 23.089 9.146 0.31
H -21.663 24.853 9.448 0.24
H -18.862 22.835 9.360 0.27
H -16.787 23.238 9.889 0.34
H -17.259 23.651 11.482 0.27
H -17.090 24.931 10.260 0.25
C -20.423 37.351 12.267 -0.90
C -19.172 36.488 12.132 0.66
O -19.272 35.353 11.736 -0.64
N -18.017 37.080 12.422 -0.20
C -16.694 36.341 12.482 -0.81
H -20.966 37.249 11.327 0.26
H -20.119 38.397 12.312 0.31
H -21.042 37.031 13.105 0.23
H -18.010 38.054 12.689 0.24
H -16.624 35.694 11.607 0.27
H -16.487 35.719 13.353 0.26
H -15.889 37.075 12.500 0.32
C -18.036 26.893 18.747 -0.97
C -17.562 28.270 18.280 0.68
O -17.844 28.604 17.154 -0.65
N -16.966 29.084 19.161 -0.20
C -16.570 30.472 18.829 -0.78
H -18.145 26.827 19.829 0.33
H -17.400 26.079 18.399 0.25
H -19.048 26.735 18.372 0.27
H -16.825 28.706 20.087 0.23
H -17.282 31.239 19.133 0.27
H -16.420 30.721 17.779 0.28
H -15.640 30.549 19.393 0.32
C -24.896 29.424 12.831 -1.04
C -25.286 28.489 13.988 0.70
O -26.166 28.760 14.756 -0.60
N -24.510 27.389 14.164 -0.18
C -24.724 26.400 15.188 -0.82
H -23.823 29.344 12.653 0.30
H -25.105 30.488 12.950 0.30
H -25.381 29.030 11.938 0.26
H -23.828 27.183 13.448 0.21
H -24.323 26.730 16.147 0.25
H -24.292 25.467 14.826 0.32
H -25.781 26.305 15.439 0.29
F -21.851 30.531 7.110 -0.29
C -22.570 30.949 6.061 0.30
C -23.358 32.098 6.108 -0.35
C -24.103 32.465 5.044 -0.33
C -24.056 31.771 3.815 -0.38
C -23.298 30.623 3.754 -0.36
C -22.649 30.180 4.908 -0.33
H -23.409 32.581 7.072 0.37
H -24.722 33.342 5.155 0.33
H -24.695 31.966 2.966 0.34
H -23.382 30.017 2.864 0.35
H -22.086 29.267 4.777 0.34